Entry 1:
{
  "formula": "C25H22N2O6Ta",
  "method": "wB97M-V/def2-TZVPD",
  "species": ["Ta", "O", "C", "C", "C", "C", "C", "C", "C", "N", "N", "C", "O", "C", "C", "C", "C", "C", "C", "H", "H", "H", "H", "H", "H", "H", "H", "H", "H", "C", "C", "C", "C", "C", "C", "C", "C", "C", "C", "O", "O", "H", "H", "H", "H", "H", "H", "H", "H", "H", "H", "H", "O", "C", "O", "H"],
  "positions_angstrom": [[-0.431175, 0.237495, 0.088755], [1.336670, 0.217545, 0.594982], [2.579284, 0.771113, 0.337010], [3.707656, 0.111040, 0.754440], [4.937329, 0.686265, 0.459653], [5.014210, 1.898527, -0.220732], [3.855324, 2.555834, -0.595413], [2.609154, 1.992571, -0.325794], [1.396197, 2.755560, -0.571470], [0.203717, 2.305644, -0.406851], [-0.796324, 3.293580, -0.310768], [-1.697666, 2.829247, 0.471192], [-1.545926, 1.573073, 0.975578], [-2.924903, 3.552577, 0.815692], [-3.944865, 2.897343, 1.497628], [-5.113329, 3.579190, 1.802398], [-5.254049, 4.908303, 1.431333], [-4.231098, 5.562137, 0.752948], [-3.064792, 4.888137, 0.442303], [3.624324, -0.828621, 1.281741], [5.842886, 0.182815, 0.771033], [5.977792, 2.333677, -0.444431], [3.902892, 3.511593, -1.102652], [1.487496, 3.819980, -0.774389], [-3.827926, 1.860304, 1.780598], [-5.912890, 3.074371, 2.327317], [-6.164779, 5.441399, 1.671162], [-4.345463, 6.599207, 0.468019], [-2.263381, 5.386717, -0.085718], [3.041242, -4.656891, -0.295395], [1.672607, -4.035104, -0.226660], [1.272867, -3.296926, 0.874728], [-0.002823, -2.737154, 0.957948], [-0.371393, -2.012265, 2.241756], [-0.888096, -2.935689, -0.107037], [-0.527783, -3.703799, -1.222976], [-1.469662, -3.934815, -2.375318], [0.753827, -4.228100, -1.259978], [-2.179884, -2.189981, -0.126546], [-3.258566, -2.543428, -0.453500], [-1.955485, -0.868992, 0.287415], [3.731143, -4.188609, 0.405555], [3.460995, -4.577219, -1.298104], [2.991062, -5.719053, -0.049196], [1.954647, -3.172742, 1.710161], [0.031234, -2.561267, 3.092619], [-1.441857, -1.905178, 2.398833], [0.089225, -1.014735, 2.321130], [-1.825985, -2.991440, -2.795214], [-2.353823, -4.488835, -2.063223], [-0.968614, -4.496455, -3.161451], [1.050373, -4.811745, -2.124904], [1.508447, 0.557555, -2.582588], [0.612207, -0.215203, -2.702493], [-0.388588, -0.374808, -1.777647], [0.506303, -0.893761, -3.553464]],
  "atomic_forces_ev_per_a": [[-0.9, 0.8, -0.9], [1.5, -0.3, 0.3], [-1.0, -0.5, 0.2], [0.4, 0.0, -0.1], [0.0, 0.0, 0.0], [-0.1, 0.0, 0.0], [0.2, 0.0, 0.0], [-0.3, 0.5, -0.2], [0.5, -0.1, 0.2], [-0.2, 0.2, -0.3], [0.5, -0.4, -0.2], [-0.4, -0.4, 0.3], [-0.2, 0.2, -0.3], [0.2, -0.1, 0.1], [-0.1, 0.0, 0.1], [0.1, 0.0, 0.0], [0.0, 0.0, 0.0], [0.0, 0.0, 0.0], [0.0, 0.1, 0.0], [0.0, 0.0, 0.0], [0.0, 0.0, 0.0], [0.0, 0.0, 0.0], [0.0, 0.0, 0.0], [0.0, 0.0, 0.0], [0.0, 0.0, 0.0], [0.0, 0.0, 0.0], [0.0, 0.0, 0.0], [0.0, 0.0, 0.0], [0.0, 0.0, 0.0], [0.0, 0.0, 0.0], [0.0, -0.1, -0.1], [-0.1, 0.0, 0.1], [0.2, 0.0, 0.1], [-0.1, -0.1, 0.1], [-0.1, 0.1, -0.1], [0.0, -0.1, -0.1], [0.0, 0.0, 0.0], [0.1, 0.0, 0.0], [0.5, 0.5, 0.5], [-0.1, -0.2, -0.1], [-0.7, -0.8, 0.0], [0.0, 0.0, 0.0], [0.0, 0.0, 0.0], [0.0, 0.0, 0.0], [0.0, 0.0, 0.0], [0.1, 0.0, 0.0], [0.0, -0.1, 0.0], [0.0, 0.0, 0.1], [0.0, 0.0, 0.0], [0.0, 0.0, 0.0], [0.0, 0.0, 0.0], [0.0, 0.0, 0.0], [0.1, 0.1, 0.1], [-0.3, -0.2, 0.2], [0.7, 0.8, 0.2], [-0.2, -0.1, 0.0]],
  "fmax_ev_per_a": 1.57,
  "de_lowest_kj_mol": 154.1,
  "gap_ev": 7.346,
  "spin_multiplicity": 1,
  "charge": 1,
  "e_tot_ev": -43096.66600
}

***

Entry 2:
{
  "formula": "C25H23BrN10O2PtSTe",
  "method": "wB97M-V/def2-TZVPD",
  "species": ["Pt", "N", "C", "N", "C", "N", "N", "C", "N", "C", "C", "C", "C", "C", "N", "H", "H", "H", "H", "H", "H", "H", "H", "Br", "C", "C", "C", "C", "C", "C", "N", "N", "C", "C", "C", "C", "O", "C", "N", "C", "C", "C", "C", "H", "H", "H", "H", "H", "H", "H", "H", "H", "O", "S", "N", "C", "Te", "C", "H", "H", "H", "H", "H", "H"],
  "positions_angstrom": [[0.746333, -1.712385, 0.281028], [-1.239597, -2.934035, 2.707303], [-0.056482, -2.524401, 3.144578], [0.199388, -2.667312, 4.466656], [1.371482, -2.238720, 4.900833], [1.541501, -2.222356, 6.198002], [2.428067, -1.847448, 4.107435], [2.104268, -1.784393, 2.850951], [0.874515, -2.036831, 2.267171], [3.144985, -1.411853, 1.859688], [4.407915, -1.057761, 2.245238], [5.347166, -0.718917, 1.272773], [4.948886, -0.874360, -0.055771], [3.613245, -1.199407, -0.358379], [2.713084, -1.450077, 0.608890], [-1.960515, -3.175770, 3.372862], [-1.554585, -2.699190, 1.761134], [0.753259, -2.357357, 6.831983], [2.424242, -1.927240, 6.533084], [4.651889, -0.996957, 3.292305], [6.390340, -0.380517, 1.484131], [5.556188, -0.660647, -0.933695], [3.325060, -1.233336, -1.395693], [-6.792176, 5.643333, -0.852637], [-5.089863, 5.411895, -1.535806], [-4.897750, 4.607439, -2.651927], [-3.629197, 4.434929, -3.079446], [-2.550717, 4.992788, -2.352706], [-2.788518, 5.856012, -1.300880], [-4.073742, 6.044601, -0.875796], [-1.243631, 4.647466, -2.751602], [-0.976682, 3.653828, -3.468485], [-0.345441, 2.477501, -2.989716], [0.030456, 1.543647, -3.959324], [0.646736, 0.336387, -3.580502], [0.630270, -0.057433, -2.113902], [0.910778, -1.268327, -1.768108], [0.424529, 1.035376, -1.183761], [0.660625, 0.714719, 0.063662], [0.586654, 1.650723, 1.003927], [0.261699, 3.009223, 0.723349], [-0.072672, 3.317653, -0.573694], [0.043530, 2.326518, -1.561151], [-5.774909, 4.256332, -3.129236], [-3.420568, 3.819269, -3.954565], [-1.978916, 6.379386, -0.823710], [-4.321324, 6.695450, -0.006984], [-0.132795, 1.812754, -4.972672], [0.934250, -0.385711, -4.325360], [0.745743, 1.313490, 2.018864], [0.242471, 3.718751, 1.577827], [-0.278537, 4.371793, -0.724365], [-3.336996, -2.174066, -1.072752], [-2.009696, -1.720996, -1.061602], [-1.206049, -2.096239, 0.160464], [-0.584591, -5.853346, 0.669450], [1.004944, -4.673361, -0.246701], [-0.094973, -4.430788, -2.019873], [-1.415089, -5.200180, 0.899649], [-0.114865, -6.412799, 1.490376], [-0.843963, -6.518514, -0.135056], [-0.019302, -5.321105, -2.688876], [0.274976, -3.557922, -2.576333], [-1.135350, -4.289222, -1.712543]],
  "atomic_forces_ev_per_a": [[0.4, -0.8, -0.3], [-0.3, 0.2, 0.0], [-0.3, -0.6, 1.2], [-0.4, 0.4, -1.5], [-0.4, -0.3, -0.5], [-0.3, 0.1, 0.9], [-0.9, -0.2, -0.4], [-0.2, 0.1, -0.5], [0.4, -0.1, 1.5], [-0.8, -0.3, 1.3], [1.1, 0.6, -0.1], [0.6, -0.2, -0.7], [-1.1, 0.3, -0.4], [1.1, 0.1, 0.7], [1.4, 0.4, -1.7], [0.4, 0.0, 0.3], [0.3, 0.0, -0.1], [0.5, -0.1, -0.4], [0.7, 0.2, 0.6], [-0.1, -0.1, 0.2], [-1.1, -0.4, 0.1], [0.3, -0.1, 0.5], [-0.4, -0.1, 0.0], [-0.8, 0.0, 0.1], [-0.7, -0.1, 0.2], [-0.3, 1.0, 0.7], [1.1, -0.9, -0.6], [0.5, -0.5, -1.2], [0.7, 0.3, 0.2], [-0.1, 1.0, 1.2], [-1.6, 0.3, 1.1], [1.3, -1.5, -0.5], [0.1, 1.9, 0.8], [0.8, -1.3, 1.5], [-1.6, 0.4, 2.2], [0.7, 0.6, -3.4], [-0.4, 0.9, 0.2], [0.0, -0.3, -0.8], [0.0, 0.4, 2.3], [-0.3, 0.6, -0.3], [0.2, -1.4, 1.1], [0.7, 0.6, 0.7], [-1.0, 0.2, -1.9], [-0.4, -0.6, -0.6], [0.0, 0.2, 0.2], [0.3, 0.0, 0.1], [0.4, -0.6, -0.8], [-0.1, 0.0, -0.8], [0.2, -0.2, 0.0], [0.2, 0.1, 0.1], [0.0, -0.4, -1.0], [-0.2, -0.4, -0.7], [-2.8, -0.9, 0.0], [2.8, 0.9, 0.3], [-0.6, 0.3, -0.8], [1.2, 0.4, -0.2], [-0.2, -0.1, 0.3], [-0.2, -0.3, -1.1], [0.0, 0.0, 0.4], [-0.5, 0.4, -0.1], [-0.2, -0.4, -0.2], [0.0, 0.6, 0.7], [-0.2, -0.2, 0.3], [0.2, 0.0, -0.2]],
  "fmax_ev_per_a": 3.49,
  "de_lowest_kj_mol": 73.1,
  "gap_ev": [6.332, 4.728],
  "spin_multiplicity": 5,
  "charge": 2,
  "e_tot_ev": -136694.60959
}

***

Entry 3:
{
  "formula": "C25H23F4IN5Se2Ti",
  "method": "wB97M-V/def2-TZVPD",
  "species": ["Ti", "C", "N", "C", "C", "C", "N", "C", "C", "F", "C", "F", "C", "C", "F", "C", "F", "H", "H", "H", "H", "H", "H", "H", "H", "H", "H", "H", "Se", "Se", "C", "C", "C", "C", "C", "N", "C", "C", "C", "C", "C", "N", "H", "H", "H", "H", "H", "H", "H", "H", "I", "C", "C", "C", "C", "C", "N", "H", "H", "H", "H"],
  "positions_angstrom": [[-0.034950, 0.113137, 0.271103], [-0.596510, 1.658724, -2.861758], [-1.342330, 1.662171, -1.578919], [-2.771548, 1.497444, -1.917185], [-1.147602, 2.965520, -0.893784], [-0.339578, 2.770965, 0.382816], [0.712060, 1.770525, 0.143265], [1.916612, 2.110284, -0.505705], [2.387977, 1.172470, -1.411500], [1.583211, 0.069709, -1.564327], [3.537175, 1.340267, -2.149158], [3.906394, 0.398207, -2.998967], [4.274376, 2.500553, -1.978500], [3.823192, 3.450550, -1.080056], [4.501210, 4.563367, -0.894636], [2.657025, 3.273027, -0.337638], [2.272388, 4.217283, 0.515413], [-1.036846, 2.381521, -3.553544], [0.441027, 1.935047, -2.704952], [-0.639922, 0.672869, -3.322580], [-3.383328, 1.485723, -1.016329], [-2.923136, 0.576792, -2.481132], [-3.111378, 2.323129, -2.547784], [-0.653954, 3.675032, -1.559930], [-2.111800, 3.399970, -0.629377], [0.103839, 3.694139, 0.751053], [-0.974732, 2.404908, 1.198998], [5.186615, 2.664558, -2.538068], [-0.429242, -3.508944, -0.425539], [-1.195371, -1.580923, -1.519473], [-2.560530, -1.017111, -0.273422], [-3.868728, -1.445772, -0.311896], [-4.749986, -0.897793, 0.615921], [-4.287883, 0.042620, 1.528264], [-2.954461, 0.406118, 1.507087], [-2.105512, -0.118532, 0.608343], [1.239638, -2.780579, 0.171558], [2.289724, -3.673718, 0.304244], [3.500206, -3.219451, 0.804677], [3.633689, -1.879593, 1.148036], [2.550639, -1.049801, 0.978408], [1.361133, -1.483488, 0.502833], [-4.194813, -2.171625, -1.044952], [-5.789792, -1.199599, 0.622150], [-4.950554, 0.487944, 2.257610], [-2.544550, 1.110920, 2.218948], [2.170072, -4.706939, 0.005706], [4.333139, -3.902298, 0.912624], [4.560307, -1.482079, 1.537027], [2.616208, 0.002066, 1.243218], [1.645800, 2.327311, 3.232376], [0.515637, 0.606127, 3.493623], [0.360449, 0.205079, 4.819840], [-0.276915, -0.981770, 5.115982], [-0.748112, -1.765450, 4.067338], [-0.593129, -1.295639, 2.790058], [0.003417, -0.115248, 2.473852], [0.759992, 0.826201, 5.608572], [-0.392275, -1.298139, 6.144745], [-1.231493, -2.717325, 4.236115], [-0.961193, -1.885566, 1.959105]],
  "atomic_forces_ev_per_a": [[-0.1, 0.6, 0.0], [0.0, 0.0, 0.0], [0.1, 0.0, 0.0], [0.0, 0.0, 0.0], [0.0, 0.0, 0.0], [0.1, 0.0, -0.1], [0.3, -0.1, 0.1], [-0.2, 0.0, 0.0], [0.1, 0.0, 0.0], [0.0, 0.0, 0.0], [0.0, 0.0, 0.0], [0.0, 0.0, 0.0], [0.0, 0.0, 0.0], [0.0, 0.0, 0.0], [0.0, 0.0, 0.0], [0.1, 0.0, -0.1], [0.0, 0.0, 0.0], [0.0, 0.0, 0.0], [0.0, 0.0, 0.0], [0.0, 0.0, 0.0], [0.0, 0.0, 0.0], [0.0, 0.0, 0.0], [0.0, 0.0, 0.0], [0.0, 0.0, 0.0], [0.0, 0.0, 0.0], [-0.1, 0.0, 0.0], [0.0, 0.0, 0.0], [0.0, 0.0, 0.0], [0.0, 0.1, -0.1], [0.0, -0.2, 0.0], [-0.1, -0.1, 0.1], [0.0, 0.0, 0.0], [0.0, 0.0, 0.0], [0.0, 0.0, 0.0], [0.0, 0.0, 0.0], [-0.1, -0.1, 0.1], [0.0, 0.0, 0.0], [0.0, 0.0, 0.0], [0.0, 0.0, 0.0], [0.0, 0.0, 0.0], [0.0, 0.0, 0.0], [0.0, -0.1, -0.1], [0.0, 0.0, 0.0], [0.0, 0.0, 0.0], [0.0, 0.0, 0.0], [0.0, 0.0, 0.0], [0.0, 0.0, 0.0], [0.0, 0.0, 0.0], [0.0, 0.0, 0.0], [0.0, 0.0, 0.0], [0.1, 0.1, 0.0], [-0.1, -0.1, 0.1], [0.0, 0.0, 0.0], [0.0, 0.0, 0.0], [0.0, 0.0, 0.0], [0.0, 0.0, 0.0], [0.0, 0.0, -0.1], [0.0, 0.0, 0.0], [0.0, 0.0, 0.0], [0.0, 0.0, 0.0], [0.0, 0.0, 0.0]],
  "fmax_ev_per_a": 0.64,
  "gap_ev": 6.889,
  "spin_multiplicity": 1,
  "charge": 3,
  "e_tot_ev": -206502.21363
}

***

Entry 4:
{
  "formula": "C25H23IMnN7O3S",
  "method": "wB97M-V/def2-TZVPD",
  "species": ["Mn", "O", "C", "C", "C", "C", "C", "C", "C", "N", "N", "C", "O", "C", "C", "C", "C", "C", "C", "H", "H", "H", "H", "H", "H", "H", "H", "H", "H", "N", "C", "N", "O", "H", "H", "H", "H", "C", "C", "C", "C", "N", "C", "S", "N", "H", "H", "H", "H", "H", "I", "C", "C", "C", "C", "N", "C", "H", "H", "H", "H"],
  "positions_angstrom": [[-0.627530, -0.560448, 0.511454], [-2.163642, 0.441611, 1.166359], [-2.707667, 1.465066, 0.587479], [-3.800402, 2.102199, 1.234350], [-4.418741, 3.211765, 0.711773], [-4.001413, 3.763704, -0.503708], [-2.960842, 3.151780, -1.168334], [-2.307515, 2.015631, -0.667648], [-1.258546, 1.452969, -1.497186], [-0.565245, 0.424242, -1.164437], [0.388856, -0.013011, -2.089320], [1.024991, -1.039612, -1.601465], [0.811655, -1.594980, -0.453807], [2.090267, -1.646432, -2.461110], [2.218699, -1.300911, -3.804957], [3.202794, -1.885374, -4.583765], [4.073221, -2.817692, -4.029533], [3.954943, -3.157335, -2.690436], [2.966321, -2.574922, -1.909414], [-4.121266, 1.676786, 2.177407], [-5.241888, 3.666210, 1.252845], [-4.479553, 4.645025, -0.909748], [-2.621920, 3.551371, -2.118609], [-1.051348, 1.919394, -2.459024], [1.537251, -0.570550, -4.216646], [3.295299, -1.611413, -5.627244], [4.843836, -3.272049, -4.639947], [4.640117, -3.869957, -2.247730], [2.875079, -2.814094, -0.858427], [-0.542761, -3.903883, -0.410071], [-1.792705, -3.381768, -0.430233], [-2.809999, -4.246012, -0.783057], [-2.045093, -2.214388, -0.154862], [-0.378149, -4.767171, -0.897255], [0.198002, -3.192079, -0.426889], [-2.667578, -5.232197, -0.651875], [-3.729299, -3.895985, -0.572689], [0.699790, 5.667739, 1.294138], [1.456937, 4.453095, 0.836663], [2.479010, 4.536146, -0.102204], [3.036542, 3.327832, -0.487131], [2.664015, 2.161124, 0.005265], [1.695786, 2.173251, 0.944751], [1.228359, 0.669207, 1.672435], [1.074650, 3.294835, 1.352296], [1.238098, 6.588577, 1.067111], [0.512295, 5.603886, 2.364913], [-0.270937, 5.703666, 0.796096], [2.810856, 5.479565, -0.513273], [3.821583, 3.299883, -1.240163], [2.473984, -3.865918, 4.327715], [0.682538, -2.938733, 3.834356], [-0.405501, -2.978113, 4.692189], [-1.573706, -2.335410, 4.307700], [-1.611791, -1.686716, 3.085921], [-0.556095, -1.659844, 2.266537], [0.578270, -2.264674, 2.628777], [-0.340736, -3.495645, 5.640094], [-2.444099, -2.327955, 4.949178], [-2.482776, -1.152337, 2.730030], [1.404701, -2.178951, 1.934365]],
  "atomic_forces_ev_per_a": [[0.4, -0.1, 0.2], [-0.2, 0.0, -0.1], [0.0, 0.0, 0.1], [0.0, 0.0, -0.1], [-0.1, 0.0, 0.0], [0.1, 0.0, 0.0], [0.0, 0.0, 0.1], [0.1, 0.0, -0.1], [0.1, -0.2, 0.2], [0.0, 0.1, -0.1], [-0.1, -0.1, 0.2], [0.1, 0.1, -0.3], [0.0, 0.0, -0.1], [-0.1, 0.1, 0.1], [0.0, 0.0, 0.0], [0.0, 0.0, 0.0], [0.0, 0.0, 0.0], [0.0, 0.0, 0.0], [0.0, 0.0, 0.0], [0.0, 0.0, 0.0], [0.0, 0.0, 0.0], [0.0, 0.0, 0.0], [0.0, 0.0, 0.0], [0.0, 0.0, 0.0], [0.0, 0.0, 0.0], [0.0, 0.0, 0.0], [0.0, 0.0, 0.0], [0.0, 0.0, 0.0], [0.0, 0.0, 0.0], [-0.1, -0.2, 0.0], [0.1, -0.1, 0.0], [0.0, 0.0, 0.0], [0.0, 0.4, 0.0], [0.0, 0.0, 0.0], [0.1, 0.1, 0.0], [0.0, 0.0, 0.0], [0.0, 0.0, 0.0], [0.0, 0.0, 0.0], [0.0, 0.1, -0.1], [0.0, -0.1, 0.1], [0.0, 0.1, -0.1], [0.1, -0.1, 0.0], [-0.1, 0.0, -0.3], [-0.3, -0.1, 0.2], [0.0, 0.0, 0.1], [0.0, 0.0, 0.0], [0.0, 0.0, 0.0], [0.0, 0.0, 0.0], [0.0, 0.0, 0.0], [0.0, 0.0, 0.0], [0.1, -0.1, 0.0], [-0.2, 0.1, 0.0], [0.0, 0.0, 0.0], [0.1, 0.0, 0.0], [0.2, -0.1, -0.1], [-0.1, 0.1, 0.0], [-0.2, 0.0, 0.0], [0.0, 0.0, 0.0], [0.0, 0.0, 0.0], [0.0, 0.0, 0.0], [0.0, 0.0, 0.0]],
  "fmax_ev_per_a": 0.43,
  "de_lowest_kj_mol": 0.0,
  "gap_ev": [6.026, 5.676],
  "spin_multiplicity": 2,
  "charge": -1,
  "e_tot_ev": -93131.89162
}